No. 1
{
  "formula": "C19H38F8NO2P",
  "method": "wB97M-V/def2-TZVPD",
  "species": ["H", "H", "H", "H", "F", "H", "H", "P", "H", "H", "H", "H", "H", "H", "O", "H", "H", "F", "F", "C", "C", "H", "C", "C", "H", "H", "H", "C", "H", "H", "H", "H", "H", "C", "F", "C", "H", "H", "C", "H", "H", "F", "C", "H", "N", "H", "C", "C", "H", "C", "H", "H", "H", "H", "C", "H", "F", "C", "H", "C", "C", "H", "C", "F", "F", "C", "H", "C", "O"],
  "coordinates": [[-1.8403, -0.1858, 1.6376], [6.6443, -1.2536, -1.0338], [3.5041, -4.2352, -1.2226], [8.4349, -1.3176, -1.3656], [-8.6014, -2.4248, -1.2333], [3.8492, -0.5155, -0.2946], [6.7812, -1.6976, 1.2506], [-1.8471, 1.1537, 2.1515], [8.6146, 0.9327, 0.1930], [4.2181, 0.8271, 0.9132], [-6.5314, -0.2326, 2.1757], [0.0736, 2.8385, 2.1679], [-2.6488, 1.6075, 3.2582], [8.3256, -2.5764, 0.7090], [2.7143, -1.7569, -1.8377], [2.1177, 1.1020, 1.5633], [-5.3684, 1.8649, 1.5467], [-7.9352, -0.7146, -3.1703], [-6.4018, 0.4116, -1.9889], [1.8072, 1.7938, 0.7173], [-3.2585, 1.6072, 0.9126], [0.1080, 2.0231, -0.7307], [-7.3982, -1.6872, -1.0385], [4.0046, 0.6264, -0.1816], [-0.3005, 1.4091, 3.9147], [8.2503, 1.0992, -1.5842], [1.9084, -4.9944, -1.4102], [0.2732, 1.5943, 0.3126], [6.3173, 1.2747, 0.9083], [-1.1500, 3.2905, 0.8777], [-3.3836, 2.7462, 0.8612], [-7.0850, 0.7659, 0.7544], [0.0130, 0.4832, 0.2833], [7.8268, 0.6810, -0.6042], [-6.3943, -2.4889, -1.6190], [1.8778, -2.8322, -1.4233], [8.4502, -0.9064, 1.5138], [1.7053, -2.7298, -0.3501], [-8.8277, 0.5692, -1.3336], [-9.0307, 0.4447, -0.2207], [6.7010, 2.5898, -0.2886], [-9.9526, 0.2476, -2.1020], [-4.6308, 0.9892, 1.4837], [2.9994, 2.4535, -1.0726], [-0.6063, 0.6081, 3.3462], [0.9151, -2.7478, -1.9376], [2.7006, 1.4671, -0.5931], [-6.5354, -0.1888, 1.0268], [2.8547, -1.8474, -2.7883], [5.2275, 1.0958, -1.1153], [-4.4806, 0.6197, 2.5629], [2.0792, 0.8511, -1.3223], [0.1848, 0.2039, 2.8268], [-3.0224, 1.2641, -0.1423], [-0.6371, 2.3998, 1.3839], [2.7332, -4.2591, -2.8016], [-8.4989, 1.9152, -1.6540], [-7.5928, -0.3318, -1.8439], [4.9852, 2.0271, -1.7337], [2.5390, -4.1617, -1.7297], [6.4918, 1.4672, -0.2089], [1.9862, 2.8787, 1.0369], [-7.2271, -1.5292, 0.5405], [-6.3744, -2.5930, 0.9503], [-8.4325, -1.7317, 1.2575], [7.6557, -0.9112, -0.6413], [5.4356, 0.2724, -1.8794], [7.8269, -1.5529, 0.8186], [-5.1415, -0.0924, 0.6412]],
  "mulliken_charge": [0.02, 0.04, 0.29, 0.36, -0.29, -0.08, 0.22, 0.40, 0.34, 0.49, 0.52, 0.42, -0.01, 0.32, -0.42, 0.24, 0.25, -0.30, -0.24, -0.62, -0.84, 0.37, 0.54, -0.42, 0.32, 0.31, 0.35, -0.39, 0.31, 0.41, 0.37, 0.26, 0.17, -0.81, -0.28, -0.17, 0.28, 0.28, 0.14, 0.27, 0.26, -0.27, -0.36, 0.33, -0.92, 0.28, -0.39, -0.79, 0.23, -0.65, 0.26, 0.17, 0.30, 0.32, -0.84, 0.32, -0.26, 0.72, 0.50, -1.15, -0.68, 0.26, 0.72, -0.29, -0.29, -0.07, 0.29, -1.02, -0.36],
  "smiles": "CCCCCCCCCC[PH2](N)CCOCC(F)(F)C(F)(F)C(F)(F)C(F)F.CCO",
  "energy_ha": -2092.0381,
  "gap_ev": 9.3
}

---

No. 2
{
  "formula": "C28H51B3O9S2",
  "method": "wB97M-V/def2-TZVPD",
  "species": ["C", "H", "H", "H", "H", "C", "H", "O", "H", "H", "H", "B", "H", "C", "C", "H", "C", "H", "C", "C", "C", "H", "H", "O", "H", "C", "H", "H", "C", "B", "C", "H", "H", "O", "H", "C", "H", "C", "H", "H", "C", "C", "H", "H", "C", "H", "H", "H", "S", "B", "H", "H", "C", "H", "C", "H", "C", "C", "C", "H", "C", "O", "O", "H", "H", "H", "C", "C", "O", "O", "H", "H", "S", "H", "H", "H", "C", "C", "H", "C", "H", "H", "O", "H", "O", "H", "H", "H", "H", "C", "H", "H", "H"],
  "coordinates": [[-1.5568, -4.0051, 2.8491], [-1.8260, -1.2498, 0.7561], [2.7433, 3.7602, -3.3284], [-1.3132, -4.6314, 1.9945], [-0.8127, 3.4045, 0.4642], [-1.7562, 1.2017, -2.5533], [-3.9917, -3.4400, -3.5393], [4.3534, -1.8368, -1.2208], [7.7692, -1.3909, -1.5168], [1.0276, -3.7776, 4.6456], [5.1187, 2.2882, -0.5914], [5.6379, -1.3733, -0.8865], [-1.8414, -3.1131, 5.4934], [-4.0336, 0.7754, -0.9459], [6.9567, -2.0990, -1.3393], [-0.8323, -5.6274, 4.0816], [-0.4120, -0.1244, -1.1340], [-4.4873, -3.9715, -1.9057], [-0.6470, 1.7934, -3.1176], [0.7014, 0.4576, -1.6845], [0.5843, 1.4168, -2.6476], [-2.7074, 1.5289, -2.9542], [2.1350, 1.9810, 0.0374], [5.7167, -0.2451, -0.0767], [-2.5288, 3.5247, 0.9414], [1.6861, 3.8723, -1.4969], [-1.7707, 6.2897, 3.4771], [-4.4073, 0.9764, -1.9475], [-2.6718, -0.5814, 0.5767], [3.5812, -1.7408, -0.0491], [7.3342, -3.0842, -0.1862], [-3.8820, -1.1832, -2.6560], [-4.4338, -1.8619, -1.1157], [-0.4955, 5.8880, -0.6156], [0.4167, -2.2021, 5.2237], [-1.6690, 0.2668, -1.5573], [-1.5122, -1.6222, -3.4649], [1.7840, 3.4089, -2.9382], [-3.5600, 1.6691, -0.5275], [-3.1085, -4.7896, -2.7152], [-2.9350, -0.3488, -0.9187], [-1.5179, -2.5947, -2.9708], [3.9929, 1.6282, -1.7843], [-2.3795, 0.3641, 1.0484], [-3.5429, -1.5468, -1.6770], [6.7616, -2.6329, -2.2750], [-1.2905, 3.7528, 3.0610], [-3.5612, -0.9449, 1.1021], [-1.7701, 5.5336, -0.0410], [4.4229, 0.3097, -0.0586], [-0.5703, -2.7413, -2.4451], [8.3917, -3.3445, -0.2124], [0.1627, -3.1159, 4.6915], [-1.2985, 7.3648, 1.3852], [-1.5316, -4.7927, 4.1653], [-0.1366, 4.8606, 2.3143], [-2.6786, -2.7912, -1.9408], [-1.0541, -3.8354, 5.2653], [-2.0965, 5.7331, 2.5992], [-1.9542, -4.5475, -0.8855], [-2.0950, 6.6237, 1.3500], [1.7641, 1.9798, -3.1138], [2.9059, 3.7745, -0.7727], [-2.5124, -5.2096, 4.3907], [-1.1655, -3.0481, -0.3259], [6.7462, -4.0014, -0.2830], [3.0653, 2.5477, -0.0674], [-3.6379, -3.8449, -2.5871], [-0.9613, -1.4394, 3.0110], [-2.9557, 5.4177, -0.8498], [0.9986, 3.8433, -3.5659], [-1.5636, -3.3891, -3.7217], [-0.3095, -2.7223, 3.0118], [-4.8147, 0.4686, -0.2437], [-2.5174, -3.5177, 2.6901], [-3.0524, 7.1162, 1.1984], [-1.5677, 4.0390, 0.9241], [-2.1023, -3.4823, -0.6861], [0.8661, 3.4066, -0.9395], [4.1897, 1.7185, -0.7077], [-0.2428, -0.8788, -0.3753], [3.3808, 2.8115, 0.9520], [3.4320, -0.4940, 0.5118], [-0.8069, -4.3655, 6.1842], [0.7922, -3.0123, 2.1299], [-0.7600, 2.5323, -3.9005], [7.0398, -2.6234, 0.7614], [-2.8289, -3.3984, 0.1339], [-3.1098, 5.3758, 2.7952], [-1.1800, 4.5362, 2.3124], [1.4433, 4.9373, -1.5327], [3.1578, -2.7363, 0.4328], [1.6984, 0.1718, -1.3686]],
  "mulliken_charge": [-0.47, -0.22, 0.43, 0.34, -0.43, -0.26, 0.48, -0.25, 0.30, 0.36, 0.39, -0.39, 0.27, -2.29, -0.30, 0.30, -0.27, 0.42, -1.11, -0.05, -0.33, 0.37, -0.01, -0.58, 0.08, 0.93, 0.38, 0.40, -1.53, 0.78, -1.08, 0.34, 0.47, -0.62, 0.41, 0.13, 0.19, -1.01, 0.45, 0.53, 3.10, -1.49, 0.26, 0.33, -2.63, 0.26, 0.39, 0.44, 1.26, 0.75, 0.25, 0.32, -0.80, 0.36, -0.77, 0.35, 3.09, -0.61, -0.65, 0.46, -0.72, -0.56, -0.51, 0.36, 0.20, 0.33, -0.04, -2.03, -0.66, -0.72, 0.39, 0.48, 1.32, 0.52, 0.30, 0.35, 0.49, -1.86, -0.78, -0.76, 0.53, 0.50, -0.30, 0.38, -0.69, 0.42, 0.24, 0.26, 0.30, -0.87, 0.49, -0.19, 0.60],
  "energy_ha": -2645.8165,
  "gap_ev": 8.7
}

---

No. 3
{
  "formula": "C5H13N2O",
  "method": "wB97M-V/def2-TZVPD",
  "species": ["H", "H", "H", "H", "H", "H", "C", "C", "H", "N", "H", "C", "H", "H", "C", "H", "N", "O", "C", "H", "H"],
  "coordinates": [[1.2678, 2.0203, -1.5807], [-0.0750, -1.9484, 3.7669], [2.9198, 0.1966, -2.3257], [-0.4771, -0.4538, -1.8489], [-0.3579, 0.2044, 2.9135], [0.3221, -0.3445, 1.3685], [-0.2746, -0.6501, 2.2304], [0.9788, 1.0264, -1.9196], [-1.8970, 1.7133, -1.2942], [-1.1388, 1.3171, -0.7301], [-0.6411, 2.0941, -0.2963], [-0.1973, 0.5424, -1.5376], [2.0917, 0.8612, -3.7004], [1.5504, -0.6810, -3.0936], [1.9368, 0.2873, -2.7816], [1.3131, -1.7036, 3.0020], [0.3238, -1.8408, 2.8390], [-2.3390, -0.3505, 1.0140], [-1.6671, -1.0152, 1.7745], [-2.0628, -1.9485, 2.1982], [-1.5766, 0.6732, 0.0013]],
  "mulliken_charge": [0.25, 0.26, 0.33, 0.33, 0.27, 0.28, -0.26, 0.04, 0.39, -0.12, 0.40, -0.26, 0.33, 0.34, -1.22, 0.24, -0.65, -0.63, 0.07, 0.40, 0.20],
  "energy_ha": -382.7885,
  "gap_ev": 10.4,
  "charge": 1,
  "e_above_lowest_kj_mol": 192.15
}